DFT (wB97M-V/def2-TZVPD) results for a structure of composition C13H10FeN4O8S at a distorted geometry.

Results
Energy above the lowest of the compared OMol25 structures with the same formula, charge and spin   0.0 kJ/mol
E_LUMO (spin up / spin down)   0.16710 / 0.16708 Ha
Calculated total energy   -2984.35542 a.u.
Frontier orbital gap (spin up / spin down)   6.2 / 5.3 eV

```
! RIJCOSX wB97M-V def2-TZVPD def2/J DEFGRID3
* xyz -2 5
Fe -1.3120 -0.3743 0.0002
O 3.2038 -3.6244 2.9207
C 2.2703 -2.9160 2.1858
C 1.4504 -3.5336 1.2365
C 0.3071 -2.8515 0.8569
N -0.0268 -1.6496 1.3123
C 0.8176 -0.9719 2.0365
C 2.0117 -1.5999 2.5856
C 0.5138 0.4988 2.2373
O 1.3815 1.1644 2.8043
O -0.6265 0.8226 1.6889
C -0.6757 -3.4774 -0.0816
O -0.4852 -4.6096 -0.5411
O -1.5978 -2.5945 -0.3632
H 3.1223 -4.6076 2.7883
H 1.7040 -4.5453 0.8645
H 2.7295 -1.1297 3.2787
N -1.9826 -0.8681 -2.2415
N -3.1789 -0.2092 -2.2772
C -3.7660 0.1981 -1.0969
O -4.7657 0.9083 -1.1743
O -3.1746 -0.1263 0.0423
H -1.2323 -0.5269 -2.8733
H -2.0760 -1.8837 -2.1685
H -3.3881 0.3348 -3.1167
O -1.1552 1.3884 -1.2008
N -0.2191 2.3011 -0.9628
C -0.5929 3.5909 -0.8124
C 0.3484 4.6096 -0.7280
C 1.7228 4.2477 -0.8326
C 2.0909 2.8952 -0.9105
C 1.0945 1.9021 -0.9935
S 1.4356 0.2562 -1.1428
H -1.6802 3.7626 -0.7749
H 0.0590 5.6813 -0.6428
H 2.5527 4.9601 -0.8254
H 3.1197 2.5774 -1.0779
*
```

Per-atom Löwdin charges, elementary charge units: 0.75, 0.00, -0.30, 0.04, -0.19, 0.10, -0.19, 0.08, -0.62, -0.01, -0.11, -0.58, -0.02, -0.13, 0.12, 0.13, 0.12, -0.04, -0.04, -0.72, -0.04, -0.15, 0.10, 0.08, 0.13, -0.24, -0.20, -0.03, -0.10, -0.11, -0.12, -0.73, 0.61, 0.14, 0.09, 0.08, 0.09